Molecular formula: C8H16FN4O3S
Method: DFT, ωB97M-V/def2-TZVPD

The total energy is -1256.8303 hartree. Its HOMO-LUMO gap is 5.60 eV. For the LUMO energy, the calculation gives -5.83 eV. As for the energy above the lowest of the compared OMol25 structures with the same formula, charge and spin: 22.9 kJ/mol. For the HOMO energy, the calculation gives -0.4199 Ha. Its total charge is +1.

Element x y z (Å)
1 C -1.605 -2.425 -1.182
2 C -1.303 -3.389 0.095
3 C 0.138 -4.113 -0.060
4 C 1.070 -3.719 1.214
5 C 1.818 -2.362 0.792
6 N 3.034 -2.313 0.029
7 N 3.252 -0.974 -0.113
8 C 2.260 -0.204 0.535
9 S 2.011 1.614 0.731
10 O 0.675 2.068 0.215
11 O 2.128 1.885 2.208
12 F 3.266 2.385 -0.046
13 N 1.273 -1.063 1.128
14 H -1.343 -3.042 -2.107
15 H -2.727 -2.245 -1.188
16 H -1.033 -1.443 -1.123
17 H -2.087 -4.222 0.108
18 H -1.336 -2.751 1.048
19 H 0.076 -5.233 -0.239
20 H 0.638 -3.617 -0.970
21 H 1.812 -4.546 1.492
22 H 0.464 -3.505 2.158
23 H 4.048 -0.574 -0.628
24 H 0.424 -0.793 1.647
25 O -2.938 6.127 0.243
26 C -2.213 5.281 -0.246
27 N -1.680 4.287 0.518
28 C -1.848 5.258 -1.706
29 H -1.076 3.567 0.157
30 H -1.910 4.281 1.499
31 H -1.339 6.189 -1.960
32 H -2.760 5.167 -2.299
33 H -1.189 4.422 -1.947